{"formula": "C4H6N2", "method": "ωB97M-V/def2-TZVPD", "species": ["N", "C", "C", "C", "C", "N", "H", "H", "H", "H", "H", "H"], "positions_angstrom": [[-2.0865, 0.1215, -0.5837], [-2.1706, -0.2791, -1.6951], [-0.9606, 0.7998, 0.0379], [0.0596, -0.2113, 0.5025], [1.1903, -0.6549, -0.3479], [1.3901, 0.3351, 0.7090], [-0.5039, 1.4629, -0.7056], [-1.3375, 1.4038, 0.8582], [-0.3296, -0.9429, 1.2099], [1.3095, -0.2829, -1.3641], [1.5698, -1.6647, -0.1929], [1.8299, -0.0743, 1.5261]], "max_force_ev_per_a": 1.75, "e_tot_ha": -265.4288, "e_homo_ev": -10.17, "multiplicity": 1, "homo_lumo_gap_ev": 10.99, "relative_energy_ev": 2.9060}



{"formula": "C32H84F6N7O17PPt", "method": "ωB97M-V/def2-TZVPD", "species": ["Pt", "P", "O", "O", "O", "O", "C", "C", "C", "O", "C", "N", "H", "H", "H", "H", "H", "H", "H", "H", "H", "H", "H", "H", "C", "C", "C", "O", "C", "N", "H", "H", "H", "H", "H", "H", "H", "H", "H", "H", "H", "H", "C", "C", "C", "O", "C", "N", "H", "H", "H", "H", "H", "H", "H", "H", "H", "H", "H", "H", "C", "C", "C", "O", "C", "N", "H", "H", "H", "H", "H", "H", "H", "H", "H", "H", "H", "H", "C", "C", "C", "O", "C", "N", "H", "H", "H", "H", "H", "H", "H", "H", "H", "H", "H", "H", "C", "C", "C", "O", "C", "N", "H", "H", "H", "H", "H", "H", "H", "H", "H", "H", "H", "H", "N", "O", "O", "O", "C", "O", "O", "C", "F", "F", "F", "C", "C", "H", "H", "H", "H", "H", "H", "C", "O", "O", "C", "F", "F", "F", "C", "C", "H", "H", "H", "H", "H", "H"], "positions_angstrom": [[17.6958, 10.0826, -18.0816], [18.4834, 12.3609, -19.2180], [17.7459, 12.1590, -17.8511], [17.4612, 13.0531, -20.1630], [18.6438, 10.8929, -19.6382], [19.8233, 13.2193, -19.0608], [13.9392, 13.5717, -18.6046], [14.7761, 14.8517, -18.4673], [14.3136, 15.9227, -17.5275], [14.1534, 15.3487, -16.2184], [13.8103, 16.2530, -15.2391], [16.2038, 14.4936, -18.1226], [16.8089, 15.2979, -18.0392], [16.3976, 14.0461, -17.2382], [16.6094, 13.8911, -18.8245], [13.1007, 13.7927, -19.2649], [13.6178, 13.4072, -17.5761], [14.5853, 12.7256, -18.8388], [14.9349, 15.1073, -19.5149], [13.2668, 16.1872, -17.6774], [15.0350, 16.7378, -17.5834], [14.3539, 15.9664, -14.3389], [12.7586, 15.9680, -15.2103], [14.0400, 17.3033, -15.4189], [14.7263, 13.2236, -22.1588], [15.1059, 11.7968, -22.6277], [16.0452, 11.7645, -23.8577], [16.4372, 10.4049, -24.1595], [16.6426, 10.0802, -25.4990], [15.8385, 11.2551, -21.3546], [16.5291, 11.8906, -20.9814], [15.2178, 11.0651, -20.5808], [16.2993, 10.3980, -21.6250], [15.4478, 13.8376, -21.6198], [13.8101, 13.1341, -21.5751], [14.5267, 13.8302, -23.0421], [14.2052, 11.2138, -22.8199], [16.8910, 12.4517, -23.8782], [15.5533, 12.2462, -24.7028], [15.7986, 9.9188, -26.1697], [17.4129, 9.3129, -25.4212], [17.1318, 10.8970, -26.0297], [21.3247, 12.7262, -22.1977], [20.2177, 11.9684, -22.9183], [20.7247, 11.6708, -24.2548], [19.7990, 11.1780, -25.2077], [20.3204, 10.5832, -26.3968], [19.7624, 10.6386, -22.2897], [19.5537, 9.8523, -22.8884], [20.4656, 10.2586, -21.6724], [19.1147, 10.8173, -21.5356], [22.0450, 12.0529, -21.7331], [20.8740, 13.2077, -21.3298], [21.9265, 13.4989, -22.6761], [19.4301, 12.7158, -23.0141], [21.6152, 11.0440, -24.3016], [21.2229, 12.5303, -24.7035], [19.7284, 9.8567, -26.9533], [21.1480, 9.9016, -26.2002], [20.7348, 11.3414, -27.0614], [23.4495, 10.1072, -16.9227], [22.7043, 11.3822, -16.8090], [23.4428, 12.6761, -17.1540], [23.9302, 12.6457, -18.4358], [25.0524, 13.4073, -18.6994], [21.4283, 11.2133, -17.7590], [20.9463, 10.3410, -17.5953], [20.9293, 12.0913, -17.7673], [21.7262, 11.1096, -18.7185], [22.8679, 9.1943, -16.7942], [24.1258, 10.0141, -16.0730], [24.0157, 10.0227, -17.8503], [22.1583, 11.3987, -15.8658], [24.2754, 12.7816, -16.4585], [22.9465, 13.6458, -17.1146], [26.0003, 13.2008, -18.2025], [24.8248, 14.4567, -18.5120], [25.2961, 13.3532, -19.7604], [21.2064, 15.8541, -16.2760], [20.5037, 14.6215, -15.7053], [20.1521, 14.8337, -14.2062], [19.1727, 13.8534, -13.8580], [18.7950, 13.9400, -12.4518], [19.2360, 14.3190, -16.4961], [18.8613, 15.2118, -16.7835], [19.5114, 13.7857, -17.3083], [18.7307, 13.7096, -15.8688], [20.5668, 16.7094, -16.0580], [21.2694, 15.7551, -17.3597], [22.2141, 16.2078, -16.0582], [21.1372, 13.7439, -15.8335], [19.6968, 15.8148, -14.0716], [20.9715, 14.7088, -13.4984], [19.6317, 13.6052, -11.8385], [17.9751, 13.2277, -12.3601], [18.5276, 14.9589, -12.1718], [17.3485, 16.0300, -21.3592], [18.8011, 15.8743, -21.6412], [19.4765, 17.0688, -22.2911], [20.8607, 16.7965, -22.5445], [21.3527, 17.7202, -23.4866], [19.5487, 15.6729, -20.2755], [20.5248, 15.9303, -20.2436], [19.0132, 16.1978, -19.5989], [19.4740, 14.7759, -19.8173], [17.1819, 16.7838, -20.5897], [16.8766, 15.0841, -21.0932], [16.8017, 16.0983, -22.2996], [19.0367, 14.9706, -22.2033], [19.2292, 17.9010, -21.6321], [18.8844, 17.2653, -23.1849], [20.9247, 17.4936, -24.4631], [22.4374, 17.6496, -23.5676], [21.1434, 18.7621, -23.2442], [17.2513, 7.7350, -20.5382], [17.5378, 6.5976, -20.8333], [17.6097, 8.1518, -19.4653], [16.6497, 8.4904, -21.2648], [18.6820, 9.4673, -15.4339], [17.6301, 10.2799, -15.7654], [19.1372, 9.1241, -16.7153], [19.7025, 10.1621, -14.4454], [19.8805, 11.5011, -14.7586], [19.4408, 10.1721, -13.1038], [20.9361, 9.5590, -14.6083], [16.8188, 10.8706, -14.6749], [15.8410, 12.1001, -15.1708], [15.5662, 12.7314, -14.3258], [16.3312, 12.6700, -15.9601], [14.9570, 11.7487, -15.7029], [17.2802, 11.2226, -13.7523], [16.1073, 10.1861, -14.2130], [18.1386, 8.6794, -14.9124], [14.2061, 9.7266, -18.2481], [13.3331, 10.4324, -19.1759], [15.5221, 10.2451, -18.2914], [13.6311, 9.3146, -16.7917], [12.7243, 8.2865, -16.9644], [14.6247, 8.7763, -16.0312], [13.0189, 10.3044, -16.1952], [11.8855, 10.4921, -18.9976], [11.5385, 11.4340, -20.1206], [11.7986, 11.0123, -21.0915], [10.4762, 11.6780, -20.1235], [12.1482, 12.3364, -20.1667], [11.5267, 11.0709, -18.1465], [11.3292, 9.5610, -18.8894], [14.3260, 8.8045, -18.8168]], "max_force_ev_per_a": 5.61, "e_tot_ha": -3990.9573, "e_homo_ev": [-10.37, -10.55], "multiplicity": 3, "homo_lumo_gap_ev": [4.58, 4.76], "relative_energy_ev": 3.6910, "charge": 2}